{"formula": "C6H5F6NOS", "method": "ωB97M-V/def2-TZVPD", "symbols": ["C", "C", "C", "C", "C", "C", "N", "O", "F", "F", "F", "F", "F", "F", "S", "H", "H", "H", "H", "H"], "xyz": [[-0.963, -0.183, 1.087], [-0.128, -0.725, 0.006], [-3.358, -0.206, 0.457], [0.869, 0.329, -0.381], [-4.428, 0.797, 0.542], [-3.623, -1.361, -0.372], [-2.225, -0.044, 1.171], [1.821, -1.569, 1.626], [-3.923, 1.948, 0.883], [-5.091, 0.909, -0.567], [-5.386, 0.610, 1.487], [-4.956, -1.652, -0.351], [-3.281, -1.117, -1.673], [-2.900, -2.400, -0.008], [0.818, -2.185, 0.742], [-0.376, 0.107, 2.037], [-0.730, -1.390, -0.719], [1.547, 0.444, 0.363], [0.407, 1.281, -0.469], [1.593, 0.200, -1.268]], "forces_ev_per_angstrom": [[-0.1, -0.1, 2.4], [-0.1, -2.6, -1.1], [2.0, -0.1, 1.3], [0.3, -0.4, -3.7], [-0.8, 0.4, 2.0], [-0.9, -0.3, -1.3], [-1.1, 0.8, -0.6], [0.8, 0.1, 0.6], [1.2, 2.0, 0.0], [-0.6, 0.2, -2.1], [0.0, -1.1, 0.4], [1.0, -0.4, -0.1], [-0.3, -0.1, 0.1], [0.1, -1.1, 0.3], [-0.9, 0.5, -0.4], [-0.8, -0.5, -1.4], [0.7, 1.9, 0.4], [1.9, 0.2, 2.9], [-0.6, 0.8, -0.4], [-1.7, -0.4, 0.9]], "total_energy_ev": -36977.693, "e_above_lowest_kj_mol": 197.1, "gap_ev": [7.395, 7.752], "e_homo_ha": [-0.330, -0.351]}

{"formula": "C27H27N5P2PtSSe", "method": "ωB97M-V/def2-TZVPD", "symbols": ["Pt", "N", "P", "C", "C", "C", "C", "C", "C", "C", "C", "C", "C", "C", "C", "P", "C", "C", "C", "C", "C", "C", "C", "C", "C", "C", "C", "C", "H", "H", "H", "H", "H", "H", "H", "H", "H", "H", "H", "H", "H", "H", "H", "H", "H", "H", "H", "H", "H", "C", "C", "N", "N", "C", "S", "N", "N", "H", "H", "H", "H", "H", "H", "Se"], "xyz": [[-1.240, -0.812, -1.610], [0.692, 0.981, -0.222], [-0.645, 1.243, -1.225], [-1.888, 2.103, -0.224], [-1.521, 3.138, 0.635], [-2.479, 3.782, 1.401], [-3.814, 3.407, 1.304], [-4.190, 2.389, 0.440], [-3.227, 1.736, -0.322], [-0.100, 2.463, -2.433], [1.171, 2.341, -2.986], [1.586, 3.227, -3.967], [0.728, 4.225, -4.410], [-0.547, 4.338, -3.872], [-0.961, 3.458, -2.883], [0.759, -0.684, 0.231], [1.453, -0.461, 1.922], [0.622, 0.171, 2.853], [1.028, 0.358, 4.163], [2.274, -0.102, 4.573], [3.103, -0.743, 3.665], [2.699, -0.919, 2.344], [2.189, -1.330, -0.681], [3.279, -0.534, -1.020], [4.336, -1.064, -1.743], [4.309, -2.397, -2.134], [3.223, -3.194, -1.806], [2.162, -2.658, -1.089], [1.227, 1.697, 0.247], [-0.484, 3.446, 0.708], [-2.188, 4.583, 2.069], [-4.562, 3.917, 1.897], [-5.231, 2.107, 0.353], [-3.503, 0.948, -1.015], [1.819, 1.532, -2.671], [2.572, 3.126, -4.402], [1.050, 4.910, -5.185], [-1.222, 5.106, -4.225], [-1.959, 3.545, -2.471], [-0.352, 0.537, 2.536], [0.376, 0.861, 4.867], [2.595, 0.039, 5.597], [4.073, -1.104, 3.981], [3.355, -1.420, 1.645], [3.300, 0.508, -0.723], [5.178, -0.437, -2.010], [5.128, -2.808, -2.710], [3.188, -4.226, -2.131], [1.290, -3.267, -0.877], [-2.482, -3.383, 3.157], [-2.070, -3.860, 1.817], [-1.618, -5.037, 1.535], [-1.346, -4.975, 0.192], [-1.608, -3.791, -0.371], [-1.365, -3.269, -1.959], [-2.105, -3.071, 0.687], [-2.516, -1.757, 0.559], [-2.403, -4.207, 3.861], [-3.510, -3.021, 3.144], [-1.834, -2.572, 3.496], [-0.963, -5.774, -0.281], [-2.221, -1.189, 1.341], [-3.509, -1.676, 0.380], [-1.099, -0.478, -3.940]], "forces_ev_per_angstrom": [[0.3, -0.6, 0.3], [-0.3, -0.2, 0.0], [0.0, 0.0, -0.2], [0.0, 0.3, 0.1], [-0.1, 0.0, 0.1], [0.0, 0.0, 0.0], [0.0, 0.0, 0.0], [0.1, 0.0, 0.0], [0.0, 0.0, 0.0], [-0.1, 0.0, 0.1], [0.1, 0.0, -0.1], [0.0, 0.0, 0.0], [-0.1, 0.0, 0.0], [0.1, 0.0, 0.0], [0.0, 0.1, 0.0], [0.1, 0.1, 0.3], [0.1, 0.1, 0.0], [0.0, 0.0, 0.0], [0.0, 0.0, 0.0], [0.0, 0.0, 0.0], [0.0, 0.0, 0.0], [-0.1, -0.1, 0.1], [0.0, 0.0, -0.1], [0.1, 0.0, 0.0], [0.0, 0.0, 0.0], [0.0, 0.0, 0.0], [0.0, 0.0, 0.0], [0.0, -0.1, 0.0], [0.0, 0.0, -0.1], [0.0, 0.0, 0.0], [0.0, 0.0, 0.0], [0.0, 0.0, 0.0], [0.0, 0.0, 0.0], [0.0, 0.0, 0.0], [0.0, 0.0, 0.0], [0.0, 0.0, 0.0], [0.0, 0.0, 0.0], [0.0, 0.0, 0.0], [0.0, 0.0, 0.0], [0.0, 0.0, 0.0], [0.0, 0.0, 0.0], [0.0, 0.0, 0.0], [0.0, 0.0, 0.0], [0.0, 0.0, 0.0], [0.0, 0.0, 0.0], [0.0, 0.0, 0.0], [0.0, 0.0, 0.0], [0.0, 0.0, 0.0], [0.0, 0.0, 0.0], [0.0, 0.0, 0.0], [-0.1, 0.0, 0.1], [0.0, 0.1, 0.0], [0.0, -0.3, 0.0], [0.0, 0.4, -0.2], [-0.3, -0.1, 0.3], [0.1, 0.0, -0.1], [0.0, 0.1, -0.1], [0.0, 0.0, 0.0], [0.0, 0.0, 0.0], [0.0, 0.0, 0.0], [0.0, 0.0, 0.0], [0.1, 0.0, 0.0], [-0.1, -0.1, 0.1], [0.0, 0.2, -0.4]], "total_energy_ev": -133894.216, "e_above_lowest_kj_mol": 84.7, "gap_ev": [5.499, 5.499], "e_homo_ha": [-0.202, -0.202]}

{"formula": "C39H30BrN3OPRuSe2", "method": "ωB97M-V/def2-TZVPD", "symbols": ["Ru", "Se", "Se", "C", "C", "C", "C", "C", "N", "C", "C", "C", "C", "C", "N", "H", "H", "H", "H", "H", "H", "H", "H", "O", "N", "C", "C", "C", "C", "C", "C", "C", "P", "C", "C", "C", "C", "C", "C", "C", "C", "C", "C", "C", "C", "H", "H", "H", "H", "H", "H", "H", "H", "H", "H", "H", "H", "H", "H", "H", "H", "Br", "C", "C", "C", "C", "C", "C", "C", "C", "C", "C", "H", "H", "H", "H", "H", "H"], "xyz": [[-0.168, -0.044, -1.133], [-0.331, -0.365, -3.785], [-0.944, -2.612, -4.025], [-0.158, -3.337, -2.442], [-0.024, -4.723, -2.467], [0.618, -5.350, -1.420], [1.146, -4.562, -0.405], [0.956, -3.201, -0.467], [0.279, -2.571, -1.445], [-2.151, 0.101, -3.356], [-3.057, 0.560, -4.285], [-4.371, 0.731, -3.860], [-4.695, 0.445, -2.546], [-3.691, 0.038, -1.682], [-2.431, -0.145, -2.077], [-0.392, -5.290, -3.312], [0.737, -6.425, -1.414], [1.700, -4.990, 0.418], [1.379, -2.572, 0.305], [-2.755, 0.756, -5.304], [-5.127, 1.077, -4.552], [-5.705, 0.554, -2.180], [-3.905, -0.141, -0.635], [-3.159, 2.562, -0.582], [-2.249, 1.906, 0.242], [-2.000, 2.525, 1.321], [-1.305, 1.991, 2.489], [-1.502, 2.749, 3.647], [-1.094, 2.291, 4.885], [-0.496, 1.048, 4.982], [-0.266, 0.303, 3.837], [-0.639, 0.759, 2.574], [-0.001, -0.313, 1.225], [-0.867, -1.882, 1.539], [-0.531, -2.847, 2.489], [-1.300, -3.992, 2.626], [-2.414, -4.191, 1.823], [-2.770, -3.229, 0.890], [-2.003, -2.083, 0.755], [1.753, -0.246, 1.706], [2.478, -1.217, 2.395], [3.782, -0.964, 2.797], [4.366, 0.268, 2.543], [3.642, 1.250, 1.882], [2.349, 0.991, 1.459], [-3.399, 3.409, -0.171], [-2.458, 3.505, 1.483], [-2.012, 3.701, 3.573], [-1.260, 2.891, 5.769], [-0.190, 0.659, 5.944], [0.241, -0.647, 3.940], [0.316, -2.725, 3.146], [-1.030, -4.729, 3.371], [-3.009, -5.087, 1.934], [-3.644, -3.369, 0.267], [-2.288, -1.340, 0.022], [2.055, -2.182, 2.625], [4.336, -1.730, 3.321], [5.379, 0.464, 2.867], [4.080, 2.221, 1.691], [1.793, 1.776, 0.957], [2.493, -0.648, -1.545], [3.024, 1.156, -1.675], [4.339, 1.507, -1.655], [4.672, 2.862, -1.849], [3.688, 3.776, -2.097], [2.324, 3.397, -2.147], [1.323, 4.327, -2.523], [0.039, 3.911, -2.681], [-0.323, 2.577, -2.376], [0.579, 1.666, -1.888], [1.964, 2.054, -1.875], [5.110, 0.763, -1.509], [5.711, 3.161, -1.828], [3.940, 4.812, -2.284], [1.610, 5.351, -2.726], [-0.725, 4.593, -3.031], [-1.358, 2.308, -2.505]], "forces_ev_per_angstrom": [[0.9, -1.6, -1.9], [-0.2, 0.0, 0.3], [0.1, 0.0, -0.1], [0.1, -0.1, 0.0], [0.0, 0.0, 0.0], [0.0, 0.0, 0.0], [0.0, 0.0, 0.0], [0.0, 0.1, 0.1], [-0.2, -0.1, 0.0], [0.0, 0.0, -0.1], [0.0, -0.1, 0.0], [0.0, 0.0, 0.0], [0.0, 0.0, -0.1], [-0.1, -0.2, 0.2], [0.4, 0.7, 0.4], [0.0, 0.0, 0.0], [0.0, 0.0, 0.0], [0.0, 0.0, 0.0], [0.0, 0.0, 0.0], [0.0, 0.0, 0.0], [0.0, 0.0, 0.0], [0.0, 0.0, 0.0], [0.0, 0.0, 0.0], [0.4, -0.1, -0.3], [-0.2, 0.1, 0.2], [-0.1, 0.1, -0.1], [0.0, -0.2, -0.1], [0.0, -0.1, 0.0], [0.0, 0.0, 0.0], [0.0, -0.1, 0.0], [0.0, 0.1, 0.0], [0.0, 0.3, 0.1], [-0.3, 0.5, 0.2], [0.1, -0.1, 0.0], [0.0, 0.0, 0.1], [0.0, 0.0, 0.0], [0.0, 0.0, 0.0], [0.0, 0.0, 0.0], [0.0, 0.0, 0.0], [0.0, -0.2, 0.1], [0.0, -0.1, -0.2], [0.0, 0.0, 0.0], [0.0, 0.0, 0.0], [0.0, 0.0, -0.1], [0.0, 0.1, 0.1], [0.0, 0.0, 0.0], [0.0, 0.0, 0.0], [0.0, 0.0, 0.0], [0.0, 0.0, 0.0], [0.0, 0.0, 0.0], [0.0, 0.0, 0.0], [0.0, 0.0, 0.0], [0.0, 0.0, 0.0], [0.0, 0.0, 0.0], [0.0, 0.0, 0.0], [0.0, 0.0, 0.0], [0.0, -0.1, -0.1], [0.0, 0.0, 0.0], [0.0, 0.0, 0.0], [0.0, 0.0, 0.0], [0.0, 0.0, 0.0], [-0.5, 0.0, 0.4], [0.0, 0.2, 0.0], [0.0, -0.1, 0.0], [0.0, 0.0, 0.0], [0.0, 0.0, 0.0], [0.1, 0.0, 0.0], [0.0, 0.0, 0.0], [-0.1, 0.0, 0.0], [-0.1, 0.1, 0.1], [0.0, 0.5, 0.3], [-0.1, -0.1, -0.1], [0.0, 0.0, 0.0], [0.0, 0.0, 0.0], [0.0, 0.0, 0.0], [0.0, 0.0, 0.0], [0.0, 0.0, 0.0], [-0.3, 0.0, 0.1]], "total_energy_ev": -260037.808, "multiplicity": 2, "total_charge": 2, "e_above_lowest_kj_mol": 123.0, "gap_ev": [6.467, 6.743], "e_homo_ha": [-0.481, -0.486]}